[1]
{
  "formula": "C13H37N3NaO4",
  "method": "ωB97M-V/def2-TZVPD",
  "charge": 1,
  "de_lowest_kcal_mol": 5.4,
  "multiplicity": 1,
  "lumo_ev": -2.2,
  "species": ["Na", "C", "C", "C", "O", "C", "N", "H", "H", "H", "H", "H", "H", "H", "H", "H", "H", "H", "C", "C", "C", "O", "C", "N", "H", "H", "H", "H", "H", "H", "H", "H", "H", "H", "H", "C", "C", "C", "O", "C", "N", "H", "H", "H", "H", "H", "H", "H", "H", "H", "H", "H", "C", "O", "H", "H", "H", "H"],
  "xyz": [[-0.101, 0.288, -0.205], [2.253, -2.464, 0.124], [0.926, -3.020, 0.626], [1.038, -4.074, 1.718], [-0.282, -4.586, 1.864], [-0.434, -5.412, 3.010], [0.078, -1.892, 1.076], [2.692, -1.973, 1.006], [2.182, -1.673, -0.618], [2.965, -3.217, -0.214], [0.394, -3.516, -0.191], [1.320, -3.622, 2.680], [1.764, -4.871, 1.532], [-1.163, -6.183, 2.746], [-0.858, -4.814, 3.821], [0.460, -5.959, 3.315], [0.459, -1.412, 1.891], [-0.717, -2.404, 1.476], [-0.714, 3.781, 1.555], [-0.611, 2.493, 2.369], [-1.872, 1.641, 2.313], [-2.023, 1.182, 0.970], [-3.196, 0.468, 0.666], [0.568, 1.705, 1.887], [-1.343, 4.496, 2.084], [-1.121, 3.616, 0.558], [0.289, 4.185, 1.404], [-0.458, 2.717, 3.431], [-2.764, 2.195, 2.600], [-1.703, 0.755, 2.935], [-3.193, -0.559, 1.046], [-3.261, 0.417, -0.423], [-4.099, 0.987, 1.003], [1.345, 2.329, 2.080], [0.621, 0.915, 2.530], [2.780, 3.201, -2.085], [1.585, 2.412, -1.546], [0.536, 2.300, -2.648], [-0.658, 1.640, -2.222], [-1.778, 2.099, -2.936], [1.925, 1.003, -1.173], [3.304, 2.657, -2.880], [3.582, 3.452, -1.389], [2.386, 4.123, -2.516], [1.178, 3.005, -0.722], [0.962, 1.729, -3.492], [0.296, 3.239, -3.157], [-2.661, 1.536, -2.628], [-1.698, 1.972, -4.020], [-2.014, 3.147, -2.721], [2.900, 0.943, -0.876], [2.048, 0.711, -2.152], [-0.387, -1.870, -2.762], [-1.447, -1.668, -1.817], [-0.416, -1.028, -3.464], [0.592, -1.864, -2.278], [-0.510, -2.768, -3.367], [-1.943, -2.492, -1.813]]
}

[2]
{
  "formula": "C13H38BrO11",
  "method": "ωB97M-V/def2-TZVPD",
  "charge": -1,
  "de_lowest_kcal_mol": 59.0,
  "multiplicity": 1,
  "lumo_ev": 2.5,
  "species": ["Br", "C", "C", "C", "O", "H", "H", "H", "H", "H", "H", "H", "H", "C", "C", "O", "O", "H", "H", "H", "H", "H", "H", "C", "C", "O", "O", "H", "H", "H", "H", "H", "H", "C", "C", "O", "O", "H", "H", "H", "H", "H", "H", "C", "C", "O", "O", "H", "H", "H", "H", "H", "H", "C", "C", "O", "O", "H", "H", "H", "H", "H", "H"],
  "xyz": [[5.060, -14.885, 19.783], [8.776, -19.326, 17.840], [8.015, -18.831, 16.586], [8.443, -19.499, 15.307], [6.625, -19.030, 16.843], [9.804, -18.965, 17.886], [8.849, -20.412, 17.889], [8.321, -18.946, 18.755], [8.159, -17.759, 16.450], [8.440, -20.584, 15.412], [9.484, -19.315, 15.040], [7.812, -19.269, 14.449], [6.397, -18.249, 17.352], [1.501, -10.813, 23.005], [1.825, -9.705, 24.005], [1.534, -10.211, 25.319], [2.226, -11.979, 23.194], [1.572, -10.375, 22.009], [0.438, -11.041, 23.086], [1.175, -8.837, 23.894], [2.831, -9.302, 23.889], [1.898, -9.599, 25.963], [2.332, -12.504, 22.398], [6.190, -9.750, 17.764], [4.816, -9.781, 18.478], [3.841, -10.555, 17.838], [7.148, -8.924, 18.388], [6.079, -9.346, 16.758], [6.473, -10.799, 17.680], [4.388, -8.784, 18.577], [4.942, -10.121, 19.506], [4.154, -11.462, 17.813], [6.634, -8.313, 18.922], [1.457, -19.398, 19.870], [0.079, -20.129, 19.808], [0.068, -21.179, 20.830], [1.512, -18.540, 20.964], [1.501, -18.692, 19.041], [2.262, -20.130, 19.805], [-0.174, -20.515, 18.821], [-0.765, -19.464, 19.992], [-0.653, -21.781, 20.630], [2.340, -18.056, 20.926], [7.901, -17.013, 24.430], [6.518, -17.562, 24.479], [5.503, -16.613, 24.336], [8.217, -16.335, 25.596], [8.016, -16.380, 23.550], [8.661, -17.776, 24.262], [6.409, -18.058, 25.443], [6.292, -18.291, 23.701], [5.591, -16.105, 23.526], [9.152, -16.124, 25.556], [10.368, -14.665, 19.437], [10.575, -14.376, 17.951], [11.636, -13.539, 17.590], [9.660, -13.600, 20.077], [11.368, -14.851, 19.828], [9.860, -15.629, 19.460], [9.697, -13.888, 17.528], [10.714, -15.349, 17.479], [11.513, -12.681, 18.002], [8.725, -13.723, 19.894]]
}

[3]
{
  "formula": "C13H38ClCrLuSi4Te",
  "method": "ωB97M-V/def2-TZVPD",
  "charge": -1,
  "multiplicity": 4,
  "lumo_ev": [0.6, 1.9],
  "s_squared": 3.983,
  "species": ["Cr", "Cl", "C", "H", "H", "H", "Lu", "C", "C", "C", "H", "H", "H", "H", "H", "H", "H", "H", "C", "Si", "C", "C", "Si", "Te", "Si", "C", "C", "C", "Si", "C", "C", "C", "H", "H", "H", "H", "H", "H", "H", "H", "H", "H", "H", "H", "H", "H", "H", "H", "H", "H", "H", "H", "H", "H", "H", "H", "H", "H", "H"],
  "xyz": [[0.008, -0.480, -0.034], [0.404, 1.217, -1.644], [-1.913, -1.293, 0.305], [-2.070, -2.050, 1.084], [-2.231, -1.747, -0.649], [-2.652, -0.502, 0.533], [0.572, 0.329, -3.966], [-1.377, 1.091, -4.821], [2.375, 1.642, -4.256], [0.943, -1.805, -4.271], [3.086, 1.334, -3.472], [2.858, 1.533, -5.237], [2.198, 2.714, -4.100], [-2.139, 0.488, -4.302], [-1.614, 2.144, -4.624], [-1.473, 0.942, -5.906], [0.222, -2.587, -4.606], [1.916, -2.347, -4.321], [4.055, 0.245, 5.384], [2.369, 1.066, 5.606], [1.917, 0.909, 7.433], [2.544, 2.892, 5.175], [0.825, 0.142, 4.036], [1.803, -0.016, 1.767], [0.493, -2.093, 4.693], [-0.125, -2.212, 6.471], [-0.749, -2.912, 3.540], [2.144, -2.975, 4.493], [-1.191, 1.264, 4.427], [-1.586, 1.397, 6.267], [-1.019, 2.968, 3.670], [-2.641, 0.374, 3.625], [4.796, 0.831, 5.952], [4.365, 0.239, 4.331], [4.076, -0.789, 5.753], [2.726, 1.390, 8.007], [0.980, 1.418, 7.689], [1.853, -0.136, 7.762], [2.743, 3.036, 4.106], [1.653, 3.476, 5.440], [3.403, 3.293, 5.734], [-1.087, -1.703, 6.615], [-0.277, -3.284, 6.678], [0.594, -1.821, 7.203], [-0.421, -2.885, 2.492], [-0.831, -3.965, 3.848], [-1.747, -2.460, 3.594], [2.580, -2.790, 3.503], [2.879, -2.682, 5.253], [1.949, -4.054, 4.584], [-0.896, 2.058, 6.806], [-2.594, 1.834, 6.330], [-1.606, 0.429, 6.785], [-0.702, 2.912, 2.623], [-2.014, 3.432, 3.699], [-0.310, 3.606, 4.208], [-2.480, 0.156, 2.560], [-2.889, -0.566, 4.139], [-3.502, 1.056, 3.725]]
}

[4]
{
  "formula": "C13H39Cl4NO10",
  "method": "ωB97M-V/def2-TZVPD",
  "multiplicity": 1,
  "lumo_ev": -4.6,
  "species": ["C", "C", "C", "C", "C", "C", "N", "O", "C", "C", "C", "H", "H", "H", "H", "H", "H", "H", "H", "H", "H", "H", "H", "H", "H", "H", "H", "H", "H", "C", "C", "O", "O", "H", "H", "H", "O", "H", "H", "O", "H", "H", "O", "H", "H", "O", "H", "H", "O", "H", "H", "O", "H", "H", "O", "H", "H", "C", "Cl", "Cl", "H", "H", "C", "Cl", "Cl", "H", "H"],
  "xyz": [[1.150, 1.145, -1.447], [1.584, 2.605, -1.055], [0.427, 3.482, -1.518], [0.483, 4.894, -0.876], [0.307, 4.692, 0.666], [1.468, 3.901, 1.310], [1.800, 2.654, 0.466], [2.605, 1.787, 1.052], [1.012, 3.493, 2.747], [2.769, 4.762, 1.433], [2.946, 2.939, -1.608], [1.936, 0.460, -1.130], [0.946, 0.969, -2.501], [0.267, 0.715, -0.971], [-0.491, 2.981, -1.207], [0.250, 3.620, -2.584], [-0.333, 5.532, -1.213], [1.393, 5.419, -1.170], [-0.586, 4.101, 0.868], [0.270, 5.660, 1.164], [0.308, 2.661, 2.731], [0.653, 4.350, 3.314], [1.909, 3.080, 3.208], [2.554, 5.669, 1.998], [3.164, 5.008, 0.449], [3.558, 4.256, 1.990], [2.933, 3.221, -2.660], [3.724, 2.212, -1.369], [3.511, 3.729, -1.108], [0.406, -1.995, 0.724], [-0.736, -2.365, -0.220], [-1.132, -3.533, -0.184], [-1.217, -1.460, -0.927], [1.267, -1.786, 0.091], [0.552, -2.857, 1.372], [-0.010, -1.108, 1.198], [1.290, -5.595, -0.131], [0.554, -5.023, -0.363], [1.429, -6.137, -0.911], [-3.016, -2.534, -2.827], [-2.558, -2.274, -2.017], [-2.383, -2.362, -3.527], [-2.930, 0.594, -1.596], [-3.706, 0.860, -1.097], [-2.530, -0.108, -1.068], [-2.669, -5.243, -2.182], [-3.012, -4.507, -2.697], [-2.303, -4.834, -1.394], [-1.250, 1.286, 0.978], [-1.054, 0.355, 1.107], [-2.032, 1.293, 0.422], [-3.933, -2.502, 1.178], [-3.071, -2.760, 0.847], [-4.550, -3.078, 0.721], [-2.432, -5.126, 1.995], [-1.703, -5.664, 2.314], [-2.068, -4.646, 1.248], [-1.200, -3.166, 4.186], [-0.704, -4.794, 4.693], [0.044, -1.928, 4.353], [-1.409, -3.161, 3.118], [-2.081, -2.842, 4.736], [1.472, -2.181, -2.948], [1.871, -3.723, -3.757], [2.360, -0.841, -3.583], [0.393, -2.026, -2.969], [1.536, -2.227, -1.862]]
}